[1]
Here is a structure of composition C34H35AsGaNS from the OMol25 dataset. Energies are from ωB97M-V/def2-TZVPD.

The geometry in XYZ format:
```
73
Properties=species:S:1:pos:R:3
Ga 0.643 -0.502 -0.299
C 1.258 0.054 4.645
C 2.092 -0.568 3.525
C 3.535 -0.704 4.036
C 2.085 0.237 2.242
C 1.396 1.444 2.103
C 1.611 2.272 1.008
C 2.533 1.948 0.014
C 2.890 2.921 -1.059
C 3.144 0.693 0.085
C 2.907 -0.156 1.168
H 1.258 -0.611 5.505
H 0.225 0.223 4.349
H 1.700 0.997 4.960
H 1.699 -1.575 3.311
H 3.970 0.282 4.181
H 4.173 -1.259 3.354
H 3.536 -1.215 4.996
H 0.760 1.797 2.900
H 1.110 3.229 0.978
H 2.476 2.616 -2.020
H 3.970 2.977 -1.174
H 2.516 3.912 -0.820
H 3.875 0.401 -0.659
H 3.499 -1.058 1.255
S 0.839 0.432 -2.405
C -0.809 0.168 -3.021
C -0.935 0.035 -4.403
C -2.180 -0.106 -4.985
C -3.314 -0.161 -4.186
C -3.196 -0.036 -2.816
C -1.955 0.170 -2.210
As -1.897 0.349 -0.280
C -1.782 2.223 0.183
C -1.910 2.580 1.524
C -1.817 3.912 1.889
C -1.598 4.880 0.919
C -1.456 4.521 -0.413
C -1.532 3.189 -0.786
C -3.579 -0.403 0.341
C -3.784 -1.757 0.092
C -4.988 -2.343 0.434
C -5.977 -1.577 1.036
C -5.772 -0.228 1.280
C -4.566 0.369 0.944
H -0.046 0.069 -5.014
H -2.268 -0.181 -6.057
H -4.289 -0.286 -4.626
H -4.081 -0.065 -2.192
H -2.099 1.810 2.269
H -1.931 4.197 2.924
H -1.542 5.917 1.206
H -1.296 5.282 -1.161
H -1.412 2.903 -1.826
H -2.997 -2.336 -0.389
H -5.159 -3.389 0.233
H -6.910 -2.035 1.324
H -6.554 0.366 1.731
H -4.408 1.426 1.131
N 1.176 -2.719 0.083
C 2.136 -3.137 -0.921
C 1.709 -3.397 -2.218
C 2.632 -3.784 -3.176
C 3.975 -3.899 -2.847
C 4.396 -3.627 -1.556
C 3.478 -3.258 -0.589
H 0.345 -3.314 0.037
H 1.589 -2.840 1.012
H 0.657 -3.302 -2.467
H 2.301 -4.008 -4.177
H 4.699 -4.179 -3.595
H 5.435 -3.709 -1.283
H 3.810 -3.073 0.422
```

Frontier orbital gap   6.54 eV
Net charge   +2
ΔE to the lowest compared entry with this formula, charge and spin   24.2 kcal/mol
E_HOMO   -14.08 eV

[2]
Here is a structure of composition C34H35AuCl2N6O2 from the OMol25 dataset. Energies are from ωB97M-V/def2-TZVPD.

The geometry in XYZ format:
```
80
Properties=species:S:1:pos:R:3
Au 0.224 0.195 0.327
Cl -2.544 -3.831 2.729
C -1.514 -2.620 3.412
C -1.342 -2.584 4.791
C -0.512 -1.659 5.373
Cl -0.293 -1.670 7.097
C 0.176 -0.722 4.575
C 1.087 0.221 5.091
C 1.748 1.072 4.251
C 1.468 1.023 2.884
N 0.587 0.177 2.382
C -0.044 -0.741 3.173
C -0.894 -1.720 2.520
O -1.041 -1.739 1.269
H -1.858 -3.309 5.405
H 1.263 0.244 6.157
H 2.464 1.792 4.617
H 1.941 1.702 2.193
C -0.461 1.108 -5.068
C 0.715 1.125 -4.082
C 0.485 2.183 -3.004
C 1.103 -0.291 -3.662
C 1.930 -0.982 -4.548
C 2.318 -2.289 -4.313
C 1.866 -2.946 -3.180
C 1.044 -2.306 -2.261
C 0.448 -3.094 -1.114
C 1.500 -3.792 -0.254
C -0.571 -4.102 -1.659
C 0.690 -0.974 -2.511
N -0.192 -0.330 -1.599
C -1.452 -0.166 -1.889
C -2.262 0.516 -0.996
C -3.567 0.992 -1.092
C -3.758 1.790 0.016
C -2.569 1.795 0.778
N -1.675 0.976 0.181
C -2.416 2.581 2.062
C -2.637 1.651 3.261
C -1.062 3.283 2.124
C -3.489 3.677 2.120
H -0.456 2.015 -5.674
H -1.418 1.080 -4.541
H -0.414 0.250 -5.739
H 1.589 1.471 -4.643
H -0.466 2.078 -2.483
H 0.479 3.165 -3.479
H 1.283 2.182 -2.268
H 2.268 -0.474 -5.443
H 2.952 -2.802 -5.025
H 2.136 -3.982 -3.017
H -0.119 -2.423 -0.471
H 2.175 -4.410 -0.851
H 1.007 -4.451 0.461
H 2.091 -3.072 0.318
H -0.095 -4.850 -2.297
H -1.345 -3.599 -2.242
H -1.061 -4.615 -0.830
H -1.831 -0.565 -2.824
H -4.251 0.812 -1.905
H -4.639 2.362 0.245
H -1.923 0.833 3.277
H -3.638 1.217 3.231
H -2.533 2.215 4.190
H -0.235 2.590 2.075
H -0.978 3.838 3.060
H -0.942 3.982 1.295
H -4.494 3.263 2.192
H -3.440 4.330 1.248
H -3.321 4.286 3.009
N 3.821 -0.872 -1.159
C 3.072 0.042 -0.538
O 2.168 -0.422 0.283
C 3.350 1.404 -0.711
C 2.638 2.374 0.018
N 2.052 3.158 0.630
C 4.338 1.785 -1.647
N 5.144 2.002 -2.442
H 3.556 -1.840 -1.093
H 4.572 -0.596 -1.769
```

Frontier orbital gap   5.49 eV
Net charge   0
ΔE to the lowest compared entry with this formula, charge and spin   1.8 kcal/mol
E_HOMO   -7.31 eV

[3]
Here is a structure of composition C34H35Cl5N3PSTeY from the OMol25 dataset. Energies are from ωB97M-V/def2-TZVPD.

The geometry in XYZ format:
```
81
Properties=species:S:1:pos:R:3
Y 0.610 -0.863 -0.638
N 2.061 -0.797 1.621
C 2.023 0.184 2.681
C 3.047 0.218 3.624
C 3.014 1.142 4.651
C 1.957 2.041 4.750
C 0.948 2.015 3.809
C 0.977 1.094 2.760
P -0.325 1.078 1.503
C -0.488 2.848 1.113
C 0.442 3.374 0.219
C 0.448 4.726 -0.081
C -0.485 5.568 0.508
C -1.406 5.055 1.408
C -1.406 3.703 1.717
C -1.805 0.643 2.464
C -3.078 1.030 2.055
C -4.191 0.669 2.794
C -4.048 -0.111 3.934
C -2.788 -0.531 4.328
C -1.671 -0.152 3.600
H 1.845 -1.714 2.008
H 3.013 -0.867 1.264
H 3.865 -0.487 3.548
H 3.813 1.163 5.379
H 1.928 2.760 5.556
H 0.132 2.723 3.876
H 1.190 2.727 -0.233
H 1.184 5.121 -0.768
H -0.487 6.623 0.273
H -2.125 5.709 1.882
H -2.117 3.327 2.439
H -3.208 1.627 1.160
H -5.172 0.989 2.474
H -4.919 -0.397 4.506
H -2.669 -1.147 5.209
H -0.690 -0.470 3.933
Cl 1.594 -4.006 1.340
C -0.079 -3.501 1.522
C -0.539 -2.485 0.699
C -1.899 -2.249 0.786
Cl -2.527 -1.027 -0.314
C -2.781 -2.927 1.617
Cl -4.469 -2.639 1.557
C -2.248 -3.883 2.482
Cl -3.274 -4.709 3.579
C -0.883 -4.184 2.434
Cl -0.238 -5.390 3.469
C 0.419 1.755 -3.070
N -0.461 0.632 -2.673
C -1.775 1.231 -2.375
C -0.559 -0.266 -3.845
C -1.072 -1.646 -3.500
N -0.157 -2.377 -2.599
C 1.086 -2.745 -3.299
C -0.830 -3.624 -2.188
H -0.008 2.263 -3.944
H 1.412 1.386 -3.316
H 0.499 2.471 -2.257
H -2.038 1.959 -3.151
H -1.742 1.747 -1.414
H -2.555 0.474 -2.352
H 0.437 -0.336 -4.285
H -1.205 0.185 -4.610
H -1.208 -2.219 -4.428
H -2.045 -1.594 -3.012
H 0.868 -3.326 -4.202
H 1.707 -3.353 -2.640
H 1.663 -1.864 -3.578
H -1.066 -4.230 -3.071
H -1.753 -3.397 -1.660
H -0.180 -4.199 -1.531
Te 3.207 0.540 -1.117
C 3.835 -0.124 -3.005
C 3.970 0.604 -4.154
C 4.531 -0.143 -5.222
C 4.829 -1.421 -4.865
S 4.441 -1.716 -3.225
H 3.685 1.644 -4.233
H 4.716 0.259 -6.206
H 5.270 -2.192 -5.473
```

Frontier orbital gap   7.38 eV
Net charge   +1
ΔE to the lowest compared entry with this formula, charge and spin   6.2 kcal/mol
E_HOMO   -10.05 eV

[4]
Here is a structure of composition C34H35F5N13O2TeZr from the OMol25 dataset. Energies are from ωB97M-V/def2-TZVPD.

The geometry in XYZ format:
```
91
Properties=species:S:1:pos:R:3
Zr -13.988 -13.875 -3.593
C -11.980 -18.304 -3.411
C -12.160 -18.009 -4.900
N -12.258 -16.556 -5.245
C -12.619 -16.399 -6.681
C -11.592 -16.963 -7.689
C -11.097 -15.779 -4.820
C -11.011 -14.325 -5.312
N -12.142 -13.515 -4.898
C -12.360 -12.398 -5.692
C -13.626 -12.280 -6.323
F -14.385 -13.443 -6.313
C -14.043 -11.198 -7.060
F -15.243 -11.238 -7.692
C -13.150 -10.133 -7.278
C -11.909 -10.153 -6.641
F -11.072 -9.105 -6.769
C -11.471 -11.267 -5.913
F -10.235 -11.219 -5.322
H -12.214 -19.358 -3.253
H -12.678 -17.706 -2.810
H -10.929 -18.177 -3.133
H -13.102 -18.448 -5.243
H -11.332 -18.488 -5.461
H -12.810 -15.331 -6.818
H -13.618 -16.845 -6.804
H -10.525 -16.923 -7.389
H -11.684 -16.395 -8.627
H -11.850 -17.988 -7.918
H -10.155 -16.282 -5.151
H -11.092 -15.727 -3.709
H -10.953 -14.275 -6.426
H -10.042 -13.922 -4.958
H -13.493 -9.293 -7.878
N -15.872 -16.674 -1.912
C -15.781 -16.687 -3.299
N -16.282 -17.716 -3.964
N -16.023 -17.363 -5.301
N -15.380 -16.227 -5.362
N -15.145 -15.755 -4.065
C -15.447 -15.624 -1.116
N -15.721 -15.530 0.176
N -14.959 -14.460 0.598
N -14.318 -13.946 -0.414
N -14.630 -14.620 -1.568
H -16.432 -17.420 -1.537
O -6.876 -12.702 -1.324
C -7.591 -11.536 -0.908
N -8.875 -11.401 -1.563
C -9.777 -10.543 -0.968
O -9.447 -9.665 -0.181
C -11.249 -10.745 -1.287
C -12.099 -10.035 -0.410
C -13.453 -10.278 -0.516
C -13.916 -11.116 -1.515
N -13.136 -11.792 -2.382
C -11.757 -11.574 -2.302
H -6.818 -12.673 -2.288
H -6.935 -10.638 -1.051
H -7.796 -11.696 0.173
H -9.199 -12.251 -2.007
H -11.651 -9.362 0.308
H -14.191 -9.877 0.132
H -14.971 -11.318 -1.638
H -11.167 -12.041 -3.066
Te -11.327 -14.682 -1.312
C -9.487 -15.812 -1.616
C -9.369 -16.994 -0.829
C -8.203 -17.735 -0.845
C -7.111 -17.327 -1.625
C -7.199 -16.209 -2.442
C -8.365 -15.417 -2.409
H -10.262 -17.321 -0.293
H -8.153 -18.646 -0.254
H -6.210 -17.878 -1.583
H -6.411 -15.903 -3.143
H -8.445 -14.516 -3.021
F -19.754 -10.905 -0.445
C -18.988 -11.331 -1.467
C -18.229 -10.394 -2.171
C -17.199 -10.861 -2.952
C -16.958 -12.243 -3.149
C -15.869 -12.647 -4.012
C -17.823 -13.143 -2.546
C -18.807 -12.701 -1.638
H -18.425 -9.323 -2.097
H -16.527 -10.189 -3.478
H -16.200 -13.377 -4.776
H -15.408 -11.765 -4.474
H -17.697 -14.218 -2.774
H -19.463 -13.400 -1.124
```

Frontier orbital gap   5.94 eV
Net charge   -1
ΔE to the lowest compared entry with this formula, charge and spin   0.0 kcal/mol
E_HOMO   -4.45 eV

[5]
Here is a structure of composition C34H35GeNO8P3Pd from the OMol25 dataset. Energies are from ωB97M-V/def2-TZVPD.

The geometry in XYZ format:
```
83
Properties=species:S:1:pos:R:3
Pd -0.495 -0.518 0.247
O -4.626 -1.861 -0.421
C -3.671 -1.229 0.055
O -2.459 -1.599 -0.016
C -3.864 0.085 0.785
P -2.490 1.244 0.320
C -3.398 2.866 0.467
C -4.040 3.153 1.677
C -4.670 4.370 1.894
C -4.659 5.346 0.905
C -4.013 5.085 -0.296
C -3.390 3.860 -0.512
C -2.583 1.149 -1.529
C -3.768 0.868 -2.207
C -3.793 0.783 -3.592
C -2.631 0.989 -4.326
C -1.446 1.278 -3.664
C -1.427 1.348 -2.278
H -3.725 -0.137 1.846
H -4.855 0.496 0.607
H -4.047 2.403 2.463
H -5.167 4.559 2.839
H -5.147 6.299 1.070
H -3.997 5.837 -1.076
H -2.900 3.673 -1.459
H -4.682 0.692 -1.654
H -4.719 0.536 -4.097
H -2.646 0.900 -5.406
H -0.524 1.412 -4.220
H -0.493 1.518 -1.761
N 0.539 -4.461 0.843
C -0.771 -3.728 0.793
C -1.893 -4.760 1.014
P -0.713 -2.639 2.388
O 0.876 -2.186 2.329
O -0.844 -3.700 3.437
O -1.516 -1.374 2.502
P -0.955 -3.269 -1.042
O -2.389 -3.642 -1.631
O -0.218 -4.577 -1.650
O -0.306 -2.024 -1.569
H 0.607 -4.860 1.774
H 1.291 -3.776 0.801
H 0.436 -4.873 -0.986
H -1.748 -5.225 1.987
H -1.874 -5.514 0.225
H -2.868 -4.271 1.007
H 0.939 -1.317 2.748
H -3.087 -3.045 -1.296
C 4.085 3.606 -2.378
C 4.766 2.465 -1.963
C 4.101 1.470 -1.255
C 2.741 1.577 -0.933
C 2.085 2.737 -1.356
C 2.739 3.740 -2.069
Ge 1.797 0.162 0.171
C 2.936 -1.412 -0.316
C 2.987 -1.783 -1.667
C 3.662 -2.922 -2.087
C 4.307 -3.733 -1.158
C 4.257 -3.396 0.188
C 3.575 -2.252 0.600
C 2.530 0.735 1.960
C 3.865 0.627 2.366
C 4.289 1.070 3.613
C 3.380 1.640 4.497
C 2.047 1.758 4.123
C 1.631 1.306 2.871
H 4.600 4.380 -2.936
H 5.819 2.348 -2.196
H 4.652 0.582 -0.956
H 1.037 2.877 -1.111
H 2.194 4.624 -2.382
H 2.460 -1.184 -2.404
H 3.665 -3.192 -3.137
H 4.823 -4.630 -1.480
H 4.734 -4.033 0.925
H 3.514 -2.031 1.660
H 4.595 0.191 1.690
H 5.330 0.966 3.901
H 3.707 1.981 5.473
H 1.327 2.190 4.808
H 0.581 1.375 2.600
```

Frontier orbital gap (spin up / spin down)   5.66 / 6.69 eV
Net charge   -2
E_HOMO (spin up / spin down)   -1.38 / -2.41 eV
2S+1   2
⟨S²⟩   0.7528

[6]
Here is a structure of composition C34H35N10O2RuS2 from the OMol25 dataset. Energies are from ωB97M-V/def2-TZVPD.

The geometry in XYZ format:
```
84
Properties=species:S:1:pos:R:3
Ru -0.488 0.412 0.153
S -7.839 -0.596 -1.426
N -6.792 0.506 -1.966
C -5.630 0.240 -1.395
C -4.399 0.983 -1.601
C -4.319 2.082 -2.455
C -3.103 2.708 -2.588
C -2.004 2.227 -1.883
N -2.059 1.180 -1.062
C -3.259 0.562 -0.917
C -3.313 -0.585 -0.015
N -2.166 -0.901 0.612
C -2.152 -1.951 1.428
C -3.278 -2.731 1.669
C -4.463 -2.410 1.044
C -4.486 -1.315 0.182
C -5.673 -0.884 -0.530
N -6.867 -1.449 -0.460
H -5.203 2.412 -2.983
H -2.974 3.567 -3.231
H -1.044 2.712 -1.980
H -1.207 -2.156 1.915
H -3.208 -3.565 2.353
H -5.370 -2.977 1.207
C 6.129 -0.279 0.153
S 4.350 -0.025 0.026
O 4.180 1.045 -0.994
C 4.151 0.757 1.624
C 3.751 2.081 1.647
C 3.554 2.698 2.875
C 3.766 1.996 4.052
C 4.175 0.668 4.012
C 4.351 0.037 2.792
H 6.596 0.696 0.280
H 6.460 -0.747 -0.772
H 6.344 -0.927 1.003
H 3.583 2.598 0.710
H 3.229 3.731 2.910
H 3.594 2.470 5.010
H 4.319 0.121 4.933
H 4.630 -1.011 2.759
N 0.820 -1.028 6.160
C 0.877 -1.294 5.034
N 0.981 -1.702 3.783
C 0.750 -0.965 2.759
N 0.613 -0.456 1.718
C 0.393 4.342 1.603
C 0.794 4.272 0.154
C 1.175 5.421 -0.523
C 1.562 5.377 -1.854
C 1.554 4.166 -2.535
C 1.167 2.989 -1.912
C 1.105 1.698 -2.676
C 0.788 3.042 -0.545
N 0.428 1.904 0.115
H -0.525 4.923 1.721
H 1.168 4.842 2.188
H 0.228 3.351 2.017
H 1.180 6.365 0.012
H 1.868 6.282 -2.363
H 1.851 4.132 -3.577
H 1.408 1.863 -3.710
H 0.099 1.270 -2.668
H 1.772 0.964 -2.230
C -1.536 -1.747 -3.047
N -1.090 -2.879 -2.251
C -0.916 -4.092 -3.041
C -0.249 -2.590 -1.203
O 0.171 -1.438 -1.016
N 0.105 -3.617 -0.384
C 1.200 -3.435 0.561
C -0.728 -4.783 -0.152
H -2.463 -2.019 -3.555
H -0.790 -1.466 -3.797
H -1.709 -0.888 -2.410
H -0.429 -3.846 -3.989
H -1.880 -4.554 -3.260
H -0.290 -4.812 -2.524
H 1.732 -2.518 0.329
H 1.877 -4.289 0.491
H 0.828 -3.368 1.586
H -1.698 -4.659 -0.628
H -0.882 -4.892 0.924
H -0.262 -5.702 -0.517
```

Frontier orbital gap (spin up / spin down)   5.41 / 6.12 eV
Net charge   0
ΔE to the lowest compared entry with this formula, charge and spin   19.7 kcal/mol
E_HOMO (spin up / spin down)   -6.54 / -7.25 eV
2S+1   2
⟨S²⟩   0.7831

Question: The lowest net charge belongs to which entry?
Answer: C34H35GeNO8P3Pd

Question: What is the formula in the sixth record?
Answer: C34H35N10O2RuS2

Question: What is the formula in the third record?
Answer: C34H35Cl5N3PSTeY

Question: Which of these has the lowest net charge?
Answer: C34H35GeNO8P3Pd